1.
130
Properties=species:S:1:pos:R:3:forces:R:3:lowdin_spin:R:1 method="wB97M-V/def2-TZVPD" s_squared=0.754 total_charge=+1 spin_multiplicity=2 total_energy_ha=-2578.89584
C 3.16607 3.36130 4.37437 0.04 -1.14 -0.66 0.000
C 3.01774 3.99400 2.94994 1.89 2.31 1.68 0.000
C 4.40431 4.74253 2.64657 0.24 -0.60 -1.04 0.000
C 5.54783 3.80613 2.23475 -1.36 -0.67 1.22 0.000
C 5.02204 2.99937 1.02173 1.09 -0.23 1.15 0.000
C 3.74339 2.12252 1.24825 0.14 1.75 -1.46 0.000
N 2.74026 3.02095 1.88742 -0.29 1.41 -0.92 0.000
O 1.49472 2.37580 2.13248 0.89 -0.21 -0.05 0.001
C 3.29347 1.79845 -0.20205 -0.27 -0.05 0.97 0.000
C 4.07450 0.81465 1.95144 0.56 0.29 1.01 0.000
C 2.03235 5.22195 3.10264 -0.18 -1.14 -1.24 0.000
H 2.32339 2.71667 4.62426 -0.29 0.00 -0.11 0.000
H 3.28706 3.99118 5.25568 0.05 0.55 -0.51 0.000
H 4.02224 2.68746 4.34248 0.15 0.01 0.23 0.000
H 4.37867 5.38683 1.76775 -1.02 0.35 -0.05 0.000
H 4.72578 5.39934 3.45488 -0.39 -0.25 0.34 0.000
H 5.72501 3.21076 3.13044 0.34 -0.67 -0.22 0.000
H 6.46558 4.37951 2.10421 -0.07 -0.12 -0.58 0.000
H 5.76166 2.26403 0.70498 0.24 0.20 -0.20 0.000
H 4.91886 3.74187 0.23042 -0.48 -0.25 -0.25 0.000
H 2.52135 1.03355 -0.11925 0.05 -0.21 -0.46 0.000
H 2.90261 2.66655 -0.73283 0.07 0.13 0.09 0.000
H 4.17697 1.43333 -0.72569 -0.25 -0.27 -0.18 0.000
H 3.42068 -0.04979 1.83585 -0.63 0.44 -0.01 0.000
H 5.04878 0.42937 1.65074 0.14 0.28 -0.16 0.000
H 4.17986 1.09850 2.99855 0.01 -0.62 0.28 0.000
H 1.97368 5.79153 2.17515 0.19 -0.03 -0.21 0.000
H 2.40110 5.91164 3.86189 -0.06 -0.33 0.13 0.000
H 1.00563 4.91278 3.29842 0.03 -0.10 0.42 0.000
H 1.82811 1.71707 2.74610 -0.98 -0.89 0.47 0.000
C -0.17760 -4.40928 -4.27336 -0.84 1.12 -0.01 0.000
C -0.98230 -3.62708 -3.17165 1.08 -0.55 -0.36 0.000
C -0.05532 -2.58224 -2.59114 1.73 2.02 0.74 0.000
C 0.13957 -1.26259 -3.39206 -1.76 -0.22 0.42 0.000
C -1.26589 -0.66020 -3.59609 1.51 -0.33 -1.82 0.000
C -2.23326 -1.59890 -4.38234 2.87 0.26 1.38 0.000
N -2.20830 -2.91074 -3.64124 -0.33 0.83 1.56 0.000
O -3.18623 -3.80383 -4.11159 0.55 0.22 -0.47 0.000
C -3.56448 -0.92374 -4.28287 -1.84 -1.20 -1.31 0.000
C -1.75815 -1.77134 -5.86891 -1.31 0.53 0.32 0.000
C -1.32390 -4.67795 -2.08493 -0.51 -0.52 -0.70 0.000
H 0.69672 -4.90335 -3.84962 -0.27 -0.14 0.11 0.000
H 0.19224 -3.68264 -4.99676 0.04 -0.13 -0.21 0.000
H -0.83779 -5.11338 -4.77982 0.21 -0.21 -0.04 0.000
H -0.34078 -2.33140 -1.56953 -0.54 0.18 0.07 0.000
H 0.99116 -2.84921 -2.44384 -0.10 -1.33 -0.09 0.000
H 0.71831 -1.42810 -4.30077 -0.40 -0.13 -0.30 0.000
H 0.68638 -0.46255 -2.89302 0.41 -0.49 0.64 0.000
H -1.09175 0.19415 -4.25020 -0.43 0.35 -0.16 0.000
H -1.62837 -0.25382 -2.65186 -0.37 -0.57 0.04 0.000
H -4.04396 -0.78455 -3.31395 0.75 0.18 0.23 0.000
H -3.63150 -0.02434 -4.89500 0.33 0.15 0.21 0.000
H -4.24102 -1.62421 -4.77252 -0.53 0.08 -0.19 0.000
H -2.06483 -0.92409 -6.48229 -0.06 0.33 0.20 0.000
H -0.69791 -1.89616 -6.08888 -0.13 -0.40 0.52 0.000
H -2.38789 -2.56297 -6.27493 0.41 -0.40 -0.30 0.000
H -1.95342 -4.34182 -1.26100 0.19 0.27 -0.01 0.000
H -0.45097 -5.21890 -1.71963 0.46 0.73 0.22 0.000
H -1.82628 -5.52320 -2.55531 -0.55 0.18 -0.19 0.000
H -2.81454 -3.97282 -4.98043 -0.58 -0.84 -0.64 0.000
C -0.13110 2.38190 -2.37223 0.15 0.55 -0.09 0.013
C -1.33530 3.19260 -1.71006 0.67 -2.00 -1.59 0.047
C -2.58018 2.30661 -1.97641 0.35 0.70 0.20 0.003
C -3.76772 2.85004 -1.24635 -0.15 0.42 1.17 0.000
C -3.44155 2.83324 0.27352 -0.86 -0.26 0.37 0.003
C -2.15517 3.61948 0.73879 -1.64 -0.98 -0.87 0.053
N -1.12089 3.26995 -0.23304 2.19 2.85 -0.96 0.622
O 0.11366 3.92927 0.02353 -2.32 -0.48 -0.49 0.102
C -2.46407 5.16989 0.70776 1.00 0.27 0.50 0.057
C -1.67596 3.19729 2.13008 -0.04 0.47 0.14 0.014
C -1.41078 4.62697 -2.37641 0.86 -0.61 0.86 0.046
H 0.17375 1.49512 -1.81655 -0.31 0.01 0.18 0.000
H 0.78923 2.90123 -2.63941 -0.03 0.71 0.76 0.000
H -0.40600 2.04841 -3.37289 -0.69 -0.12 0.22 0.001
H -2.66591 2.13132 -3.04880 -0.26 0.59 -0.10 0.000
H -2.51501 1.28457 -1.60321 0.72 -0.09 0.31 0.000
H -4.58844 2.18459 -1.51410 -0.39 0.31 0.53 0.000
H -4.05306 3.89370 -1.37844 0.02 -0.06 -1.07 0.000
H -3.53495 1.81620 0.65432 0.93 -0.32 0.00 0.000
H -4.27221 3.28364 0.81687 -0.01 0.44 -0.05 -0.001
H -2.83839 5.40215 1.70477 -0.46 -0.15 -0.12 0.006
H -1.56278 5.78113 0.66109 0.39 -0.36 -0.06 0.001
H -3.10061 5.60915 -0.06033 -0.31 -0.78 -0.01 0.002
H -1.17176 2.23137 2.15971 0.13 0.12 -0.29 -0.001
H -1.02573 3.99567 2.48767 0.21 -0.31 0.22 0.000
H -2.51550 3.11471 2.82036 -0.19 0.19 -0.20 0.001
H -0.54602 5.14230 -1.95841 -0.25 0.44 0.08 0.001
H -2.33747 5.17940 -2.22098 0.13 -0.23 0.11 0.001
H -1.17795 4.56850 -3.43965 -0.34 -0.45 0.00 0.004
H 0.76211 3.29338 0.33461 0.67 -0.83 0.68 0.012
C -4.33372 -1.88960 -0.44425 0.71 -0.62 2.50 0.000
O -3.41679 -1.13439 -0.08956 -0.13 1.24 -0.57 0.000
N -4.28641 -2.61932 -1.51249 -0.40 -1.45 -3.14 0.000
N -5.30635 -2.21050 0.43822 -0.15 0.71 -0.24 0.000
H -5.00354 -3.26949 -1.80074 -0.01 0.16 0.41 0.000
H -3.52924 -2.57246 -2.17928 0.57 0.28 -0.01 0.000
H -6.07803 -2.77428 0.11148 -0.05 0.29 0.84 0.000
H -5.19481 -1.69848 1.30164 -0.85 -0.43 0.02 0.000
C 3.60000 -4.53229 0.02155 1.61 0.39 0.61 0.000
O 3.67045 -5.70419 -0.16915 0.68 -2.79 -0.45 0.000
N 4.62144 -3.69261 0.23075 2.98 1.08 0.02 0.000
N 2.47899 -3.90413 0.15179 -4.30 1.43 -0.08 0.000
H 4.47247 -2.71755 0.44790 0.05 -0.44 0.09 0.000
H 5.54425 -4.06210 0.40969 -0.26 0.04 -0.27 0.000
H 1.68966 -4.52942 0.22964 -0.30 0.75 -0.19 0.000
H 2.42674 -2.89562 0.13526 -0.58 -0.42 0.35 0.000
C -1.26636 -5.46385 3.28777 -1.37 4.32 -4.80 0.000
O -1.79668 -4.53322 2.68215 -1.05 0.69 -0.69 0.000
N -0.62408 -6.41277 2.71073 2.22 -4.75 -1.42 0.000
N -1.05385 -5.43294 4.52437 0.20 0.22 7.46 0.000
H -0.60357 -6.71860 1.74837 -0.44 0.38 0.40 0.000
H -0.27501 -7.00786 3.44837 0.64 -0.85 -1.31 0.000
H -1.26116 -4.60263 5.06077 -0.05 -0.28 -0.13 0.000
H -0.70448 -6.24959 5.00511 -0.05 0.56 0.29 0.000
C 0.00806 -1.05738 1.08396 -3.35 1.19 -1.06 0.001
O 1.07662 -1.36541 1.51053 3.22 -0.86 0.78 0.001
N -1.13497 -1.67323 1.14203 -1.73 -3.42 1.13 0.000
N -0.25495 0.14221 0.54476 2.08 4.04 -1.92 0.006
H -1.91407 -1.44634 0.54068 -0.22 0.36 -0.02 0.000
H -1.28277 -2.52436 1.66533 0.38 -0.45 0.11 0.000
H 0.55842 0.66461 0.25215 0.09 -0.03 0.26 0.000
H -1.09143 0.54727 0.14939 -0.36 -1.10 0.34 0.003
C 1.09529 -2.33659 4.79123 1.29 1.02 3.22 0.000
O 1.22622 -2.52665 6.00006 -0.65 -0.50 -0.10 0.000
N -0.00580 -1.98679 4.17153 -4.53 0.49 -0.40 0.000
N 2.09612 -2.19177 3.97315 3.21 -0.52 -1.70 0.000
H 0.04157 -1.58675 3.24534 -0.03 -0.14 0.56 0.000
H -0.72762 -1.63439 4.78381 -0.14 -0.33 -0.27 0.000
H 3.02318 -2.09926 4.36316 -0.19 -0.39 -0.48 0.000
H 1.81038 -2.07967 3.01092 1.19 0.16 -0.14 0.000

***

2.
78
Properties=species:S:1:pos:R:3:forces:R:3:mulliken_charge:R:1 method="wB97M-V/def2-TZVPD" spin_multiplicity=1 total_energy_ha=-1394.48407 smiles=C1CCOC1.C1CCOC1.C1CCOC1.C1CCOC1.C1CCOC1.C1CCOC1
C 1.67813 -8.37854 -3.38530 -0.83 -0.07 0.07 -0.459
C 2.84498 -7.81978 -2.63512 1.29 1.05 0.23 -0.456
C 2.95505 -6.42215 -3.26146 0.48 1.70 1.41 -0.494
O 1.62226 -6.00512 -3.29659 -1.33 0.09 -0.28 -0.380
C 0.92387 -7.07638 -3.91255 1.27 -0.91 -0.20 -0.456
H 1.09497 -8.92760 -2.64601 -0.33 -0.33 -0.56 0.252
H 2.09036 -9.02753 -4.15795 -0.73 -0.03 -0.28 0.303
H 3.77666 -8.38552 -2.63307 -0.11 -0.19 -0.44 0.339
H 2.56400 -7.75753 -1.58380 0.16 0.59 0.04 0.211
H 3.44284 -6.19993 -4.21056 -0.02 -1.32 -0.74 0.279
H 3.42726 -5.61721 -2.69827 0.31 -0.43 0.88 0.293
H 1.14693 -7.01064 -4.97746 -0.39 -0.06 -0.34 0.257
H -0.15068 -7.00100 -3.74597 0.21 -0.08 0.22 0.311
C -5.07560 -2.38219 -1.58843 1.23 -1.24 1.05 -0.341
C -4.80315 -1.38162 -2.65808 0.16 1.41 -0.79 -0.454
C -5.83375 -0.30386 -2.33999 -1.08 0.33 -0.68 -0.458
O -6.54312 -0.68731 -1.12759 0.35 0.90 -1.03 -0.419
C -5.68965 -1.57056 -0.45254 -0.04 -0.63 0.52 -0.386
H -4.12235 -2.83521 -1.31604 -0.09 -0.32 0.31 0.262
H -5.73891 -3.18668 -1.90609 -0.14 0.16 -0.03 0.247
H -4.89262 -1.71849 -3.69085 -0.42 -0.38 0.14 0.283
H -3.81227 -0.92794 -2.67883 0.25 -0.27 0.69 0.211
H -6.50490 -0.26969 -3.19818 -0.74 -0.05 0.39 0.259
H -5.45814 0.71867 -2.30181 0.38 -0.04 0.59 0.305
H -6.23643 -2.11110 0.32008 -0.59 -0.52 -0.58 0.288
H -4.98283 -1.08541 0.22061 0.75 0.65 -0.57 0.204
C 7.95894 6.06333 -0.55531 0.43 0.13 0.58 -0.495
C 8.02059 7.48297 0.05753 1.11 0.27 -0.58 -0.523
C 6.55932 7.93984 0.25939 1.65 -1.41 -0.22 -0.366
O 5.81678 6.87792 -0.30396 -1.46 -0.94 -0.57 -0.401
C 6.52253 5.60510 -0.33140 0.79 1.82 0.04 -0.429
H 8.68798 5.39735 -0.09372 0.01 -0.05 -0.01 0.291
H 8.20424 6.12895 -1.61533 -0.21 -0.14 -0.01 0.268
H 8.57545 8.10625 -0.64373 -0.29 0.26 -0.19 0.213
H 8.66646 7.54864 0.93312 -0.43 -0.27 0.41 0.335
H 6.35674 8.85380 -0.29895 -0.30 -0.05 0.30 0.275
H 6.41191 8.02019 1.33637 -0.56 0.31 0.02 0.252
H 6.23540 4.98033 -1.17717 -0.70 0.23 0.21 0.296
H 6.38908 5.09394 0.62200 -0.04 -0.15 0.01 0.283
C -0.13818 7.40143 1.06758 -0.12 -1.83 -0.55 -0.467
C -1.14740 7.33303 2.21763 1.33 0.27 0.53 -0.469
C -1.38790 8.79333 2.32440 -2.06 1.90 1.37 -0.492
O -0.25063 9.54364 1.97186 1.60 -0.58 -0.86 -0.410
C 0.40745 8.80172 0.90434 -1.14 0.14 -0.05 -0.378
H -0.75662 7.23635 0.18532 0.37 -0.64 -0.22 0.249
H 0.61455 6.62432 1.20017 0.08 0.06 -0.46 0.314
H -0.75257 7.07719 3.20086 0.63 -0.53 -0.24 0.230
H -1.95392 6.62130 2.04137 -0.27 0.58 -0.25 0.315
H -1.58107 9.10672 3.35034 -0.19 -0.09 0.15 0.328
H -2.26578 9.13477 1.77590 -0.09 0.02 -0.56 0.260
H 1.48952 8.84218 0.77953 0.11 0.38 1.19 0.286
H 0.05993 9.17720 -0.05814 -0.26 0.31 -0.07 0.233
C -4.46106 -6.77036 2.19328 -2.41 -0.96 -0.66 -0.485
C -3.20342 -6.24894 2.81123 1.05 0.06 -0.97 -0.416
C -3.65876 -5.04386 3.62507 0.81 -1.30 1.18 -0.420
O -5.00680 -4.86001 3.34323 -0.94 1.82 -0.78 -0.429
C -5.61064 -6.09933 2.94631 1.69 0.59 1.34 -0.437
H -4.64206 -7.84371 2.25037 0.51 -0.18 0.00 0.293
H -4.68829 -6.50587 1.16056 0.86 0.11 -0.23 0.234
H -2.50336 -5.91647 2.04475 0.02 -0.11 -0.14 0.193
H -2.67379 -7.02449 3.36452 -0.15 0.17 0.30 0.312
H -2.99140 -4.18897 3.51608 -0.68 0.45 -0.59 0.328
H -3.51693 -5.31406 4.67148 -0.28 -0.02 0.52 0.246
H -6.51592 -5.93707 2.36127 0.13 0.14 0.21 0.301
H -5.79360 -6.55591 3.91902 -0.60 -0.77 -0.19 0.280
C 0.46500 -1.01461 1.19103 -0.82 -0.22 0.38 -0.484
C 1.11170 0.32665 1.62783 0.02 -0.50 -0.36 -0.505
C 1.10290 1.10664 0.30799 -0.77 -0.17 -0.20 -0.297
O 0.63281 0.20484 -0.71116 -0.02 2.32 -1.13 -0.420
C 0.69541 -1.08474 -0.31086 0.62 -2.05 1.07 -0.436
H -0.61870 -0.94457 1.28469 -0.19 0.47 0.17 0.171
H 0.64814 -1.92970 1.75419 0.79 0.14 0.02 0.400
H 2.15203 0.26958 1.94806 -0.10 -0.47 0.24 0.271
H 0.53859 0.81959 2.41311 0.04 -0.03 -0.07 0.273
H 2.09305 1.49382 0.06758 0.02 -0.02 -0.17 0.255
H 0.37622 1.91906 0.31046 0.19 0.17 0.04 0.217
H 1.64082 -1.56583 -0.56156 0.59 0.06 0.05 0.252
H -0.03733 -1.71339 -0.81680 -0.37 0.30 -0.05 0.302